73
Properties=species:S:1:pos:R:3 method="wB97M-V/def2-TZVPD" fmax_ev_per_a=0.663 smiles="COCCCCCCCCCCc1cnc2c(S(C)(=O)=O)cccc2n1.COP(=O)(OC)OC" orbital_gap_ha=0.3279 total_charge=0 relative_energy_kj_mol=0.0 homo_energy_ha=-0.344
C -0.9334 2.0904 -1.8005
O -0.8837 0.8253 -1.1907
C -0.6421 -0.2844 -2.0248
C 0.3588 -1.2405 -1.3829
C -0.0025 -2.7100 -1.5234
C -1.3530 -3.0595 -0.9005
C -1.5445 -2.4602 0.4846
C -0.6002 -3.0153 1.5460
C -0.5103 -2.1177 2.7666
C 0.4624 -2.6118 3.8271
C 0.6696 -1.6123 4.9737
C 2.1401 -1.3859 5.3601
C 3.0906 -1.1929 4.2229
C 2.9138 -0.1463 3.2627
N 3.7325 0.0737 2.2818
C 4.8073 -0.7589 2.1686
C 5.7648 -0.6047 1.1408
S 5.6104 0.6520 -0.1140
C 6.2724 -0.1484 -1.5437
O 6.4854 1.7327 0.2487
O 4.2320 0.8917 -0.4282
C 6.8734 -1.4102 1.1140
C 7.0619 -2.4160 2.0679
C 6.1399 -2.6042 3.0527
C 5.0128 -1.7813 3.1216
N 4.1254 -1.9733 4.1365
H -0.3272 2.1274 -2.7050
H -1.9581 2.3666 -2.0566
H -0.5235 2.8123 -1.1041
H -0.2712 0.0510 -2.9948
H -1.5898 -0.7947 -2.2110
H 0.4336 -0.9659 -0.3336
H 1.3436 -1.0613 -1.8106
H 0.7776 -3.2947 -1.0364
H 0.0096 -3.0135 -2.5691
H -1.4687 -4.1418 -0.8719
H -2.1493 -2.6843 -1.5416
H -2.5694 -2.6516 0.8039
H -1.4386 -1.3788 0.4267
H -0.9417 -4.0086 1.8327
H 0.4054 -3.1089 1.1351
H -1.4952 -2.0322 3.2306
H -0.2414 -1.1119 2.4407
H 1.4174 -2.8596 3.3645
H 0.0668 -3.5468 4.2191
H 0.1626 -1.9641 5.8661
H 0.2156 -0.6622 4.7010
H 2.5142 -2.2080 5.9600
H 2.1946 -0.4908 5.9824
H 2.0770 0.5325 3.3656
H 5.6486 -1.0128 -1.7407
H 7.3079 -0.4301 -1.4353
H 6.1360 0.5868 -2.3286
H 7.6238 -1.2750 0.3571
H 7.9424 -3.0350 2.0246
H 6.2633 -3.3720 3.7987
C -4.4174 5.8687 -3.9819
O -4.8527 4.5215 -3.7330
P -6.3132 4.1407 -4.2032
O -6.7057 4.5436 -5.5486
O -7.2960 4.7430 -3.1058
C -6.9839 4.6022 -1.7139
O -6.2414 2.5890 -3.9106
C -7.3895 1.7971 -4.2515
H -3.6271 6.0790 -3.2671
H -4.0352 5.9492 -4.9970
H -5.2325 6.5804 -3.8462
H -6.5147 5.5166 -1.3532
H -6.3187 3.7583 -1.5343
H -7.9205 4.4438 -1.1852
H -7.8953 2.2046 -5.1260
H -8.0764 1.7610 -3.4063
H -7.0295 0.7971 -4.4740